The following is a DFT calculation (ωB97M-V/def2-TZVPD) of the ion C18H27BrN3O with charge +1.

Bonds (Å) are listed after each position.
Atoms and positions in Å:
1 O -0.014 3.409 -0.542  C2 1.223
2 C -0.152 2.352 -1.142  O1 1.223, C3 1.550, N16 1.329
3 C -0.448 1.104 -0.273  C2 1.550, N4 1.473, H24 1.091, H25 1.089
4 N -0.311 1.575 1.117  C3 1.473, C5 1.482, C15 1.475, H26 1.070
5 C 0.941 1.132 1.776  N4 1.482, C6 1.541, H27 1.091, H28 1.090
6 C 0.744 -0.278 2.366  C5 1.541, N7 1.449, H29 1.088, H30 1.101
7 N -0.370 -0.896 1.675  C6 1.449, C8 1.464, C14 1.452
8 C -0.403 -2.360 1.659  N7 1.464, C9 1.531, C13 1.532, H31 1.096
9 C 0.649 -2.903 0.688  C8 1.531, C10 1.527, H32 1.092, H33 1.091
10 C 0.493 -4.415 0.545  C9 1.527, C11 1.525, H34 1.091, H35 1.092
11 C 0.629 -5.096 1.903  C10 1.525, C12 1.525, H36 1.090, H37 1.092
12 C -0.399 -4.542 2.885  C11 1.525, C13 1.527, H38 1.091, H39 1.092
13 C -0.243 -3.029 3.027  C8 1.532, C12 1.527, H40 1.092, H41 1.092
14 C -1.611 -0.272 2.094  N7 1.452, C15 1.541, H42 1.092, H43 1.101
15 C -1.461 1.257 1.983  N4 1.475, C14 1.541, H44 1.091, H45 1.091
16 N -0.090 2.139 -2.453  C2 1.329, C17 1.414, H46 1.013
17 C 0.151 3.073 -3.487  N16 1.414, C18 1.393, C23 1.390
18 C 0.163 2.586 -4.791  C17 1.393, C19 1.380, H47 1.080
19 C 0.395 3.441 -5.850  C18 1.380, C20 1.388, H48 1.078
20 C 0.617 4.789 -5.602  C19 1.388, Br21 1.898, C22 1.387
21 Br 0.938 5.968 -7.053  C20 1.898
22 C 0.605 5.280 -4.305  C20 1.387, C23 1.382, H49 1.078
23 C 0.372 4.424 -3.245  C17 1.390, C22 1.382, H50 1.077
24 H -1.468 0.763 -0.459  C3 1.091
25 H 0.233 0.279 -0.474  C3 1.089
26 H -0.235 2.627 0.942  N4 1.070
27 H 1.192 1.845 2.562  C5 1.091
28 H 1.742 1.149 1.036  C5 1.090
29 H 1.645 -0.868 2.210  C6 1.088
30 H 0.569 -0.210 3.451  C6 1.101
31 H -1.388 -2.626 1.260  C8 1.096
32 H 0.532 -2.420 -0.285  C9 1.092
33 H 1.653 -2.686 1.056  C9 1.091
34 H 1.250 -4.797 -0.141  C10 1.091
35 H -0.487 -4.641 0.121  C10 1.092
36 H 0.490 -6.171 1.791  C11 1.090
37 H 1.634 -4.929 2.295  C11 1.092
38 H -0.275 -5.015 3.860  C12 1.091
39 H -1.405 -4.772 2.528  C12 1.092
40 H -0.993 -2.647 3.724  C13 1.092
41 H 0.745 -2.809 3.436  C13 1.092
42 H -2.408 -0.633 1.440  C14 1.092
43 H -1.890 -0.527 3.129  C14 1.101
44 H -1.270 1.702 2.961  C15 1.091
45 H -2.363 1.714 1.573  C15 1.091
46 H -0.236 1.193 -2.786  N16 1.013
47 H -0.010 1.537 -4.982  C18 1.080
48 H 0.405 3.067 -6.861  C19 1.078
49 H 0.778 6.328 -4.122  C22 1.078
50 H 0.364 4.809 -2.239  C23 1.077

- HOMO-LUMO gap (eV) = 8.7
- M (g/mol) = 381.338
- lowest unoccupied orbital energy (eV) = -2.4899
- structure (SMILES) = O=C(C[NH+]1CCN(C2CCCCC2)CC1)Nc1ccc(Br)cc1
- total charge = +1

Which charges does Mulliken predict for the atoms? In e, they are:
1 O -0.73
2 C 1.01
3 C -1.29
4 N 0.24
5 C -0.95
6 C -0.61
7 N 0.73
8 C -0.54
9 C -0.57
10 C -0.91
11 C -0.67
12 C -0.74
13 C -0.58
14 C -0.84
15 C -0.78
16 N -0.06
17 C 0.69
18 C -0.58
19 C -0.55
20 C -0.01
21 Br -0.17
22 C -0.62
23 C -0.38
24 H 0.36
25 H 0.30
26 H 0.41
27 H 0.43
28 H 0.40
29 H 0.44
30 H 0.36
31 H 0.28
32 H 0.25
33 H 0.35
34 H 0.39
35 H 0.36
36 H 0.34
37 H 0.32
38 H 0.35
39 H 0.35
40 H 0.34
41 H 0.30
42 H 0.53
43 H 0.31
44 H 0.45
45 H 0.40
46 H 0.22
47 H 0.32
48 H 0.42
49 H 0.43
50 H 0.48